# C10H20

A cluster of 2 separate species, C10H20 in total at a distorted geometry (ωB97M-V with the def2-TZVPD basis set, OMol25).

Structure (XYZ):
```
30
Properties=species:S:1:pos:R:3:lowdin_charge:R:1
C -1.915 0.178 1.276 -0.21
C -1.840 -1.351 0.573 -0.13
C -2.407 -1.028 -0.808 -0.20
C -1.995 0.454 -1.097 -0.21
C -2.077 1.167 0.205 -0.31
H -2.948 0.146 1.759 0.10
H -1.339 0.560 2.279 0.14
H -2.322 -2.009 1.159 0.04
H -0.601 -1.548 0.591 0.14
H -3.528 -1.256 -0.908 0.13
H -2.049 -1.643 -1.567 0.07
H -2.527 1.074 -1.976 0.16
H -0.958 0.548 -1.389 0.05
H -3.044 1.745 0.371 0.12
H -1.414 2.045 0.069 0.11
C 1.760 1.153 -0.766 -0.19
C 1.751 1.090 0.839 -0.10
C 2.240 -0.502 1.019 -0.26
C 2.865 -1.064 -0.140 -0.19
C 1.874 -0.410 -1.223 -0.14
H 0.898 1.667 -1.357 0.10
H 2.716 1.688 -1.130 0.11
H 0.610 0.964 1.255 0.11
H 2.402 1.712 1.298 0.04
H 1.321 -1.051 1.440 0.11
H 2.784 -0.373 1.885 0.06
H 2.979 -2.176 0.029 0.13
H 3.889 -0.758 -0.257 0.10
H 0.651 -0.523 -1.295 0.13
H 2.222 -0.500 -2.135 0.02
```

Computed properties:
ΔE to the lowest compared entry with this formula, charge and spin in eV: 4.866
SMILES: C1CCCC1.C1CCCC1
Frontier orbital gap in eV: 10.97
LUMO in eV: 1.110
Electronic energy in a.u.: -392.83979
Spin multiplicity: 1